No. 1
{"formula": "C6H10O", "method": "ωB97M-V with the def2-TZVPD basis set", "species": ["O", "C", "C", "C", "C", "C", "C", "H", "H", "H", "H", "H", "H", "H", "H", "H", "H"], "xyz": [[0.31674, 0.28243, 1.24186], [-0.56880, -0.77782, 0.81009], [2.27104, 0.75199, -0.25917], [-1.47597, 0.42837, -0.68552], [-0.18894, -0.45861, -0.64550], [1.08997, -0.11121, 0.10695], [-1.98412, -0.17267, 0.66545], [-2.10950, 0.15932, -1.53555], [2.05078, 1.79675, -0.51448], [-1.32966, 1.51038, -0.68777], [-2.80119, -0.89164, 0.54391], [-0.01613, -1.71681, 1.10391], [2.96052, 0.75042, 0.59016], [-2.28577, 0.56951, 1.41764], [-0.09674, -1.20970, -1.42997], [1.39560, -1.19977, 0.39136], [2.77218, 0.28905, -1.11337]], "forces_ev_per_angstrom": [[0.277, -0.254, 0.367], [-0.402, -0.261, 0.073], [0.005, -0.075, 0.004], [0.000, 0.156, -0.187], [0.123, -0.234, -0.144], [0.613, -0.189, -0.296], [0.067, -0.088, -0.010], [0.132, 0.092, 0.108], [-0.277, -0.335, 0.097], [0.029, -0.152, 0.065], [0.267, 0.015, -0.063], [-1.961, 0.118, 0.738], [0.023, 0.041, -0.130], [0.319, -0.373, -0.037], [-0.169, -0.070, 0.109], [0.894, 1.523, -0.760], [0.059, 0.085, 0.065]], "de_lowest_kcal_mol": 61.6, "lumo_ev": 1.131, "total_charge": 0, "homo_lumo_gap_ev": 10.697, "total_energy_ha": -309.74425}


No. 2
{"formula": "C11H17I2N3O", "method": "ωB97M-V with the def2-TZVPD basis set", "species": ["I", "I", "O", "N", "N", "N", "C", "C", "C", "C", "C", "C", "C", "C", "C", "C", "C", "H", "H", "H", "H", "H", "H", "H", "H", "H", "H", "H", "H", "H", "H", "H", "H", "H"], "xyz": [[1.65492, -2.76468, -3.47097], [-1.39491, -0.94062, -3.13051], [0.34228, 1.33416, 2.56228], [0.78841, 0.28030, 0.49157], [2.14890, 3.54798, 0.50467], [-0.79869, -2.11796, 1.31136], [-0.87052, 1.99375, 0.50531], [1.16571, -1.73200, -1.70063], [-0.29047, 3.37855, 0.23807], [0.05447, -1.01395, -1.56396], [1.14458, 3.34406, -0.22719], [-1.05789, -3.46696, 0.76282], [0.14028, 1.22770, 1.36754], [-1.36216, -1.03297, 0.50135], [-1.08306, 1.06798, -0.71806], [2.15942, -1.88236, -0.58224], [-0.30589, -0.26565, -0.28142], [1.27886, 3.08728, -1.27243], [-1.54940, -3.43561, -0.20534], [-1.78768, 2.10576, 1.07557], [1.67294, -1.85971, 0.37641], [-1.68890, -4.04967, 1.41985], [-0.55069, 1.55118, -1.52287], [2.86817, -1.06547, -0.64394], [1.86050, 3.76014, 1.45885], [-0.30826, 3.93616, 1.16918], [1.47476, 0.67127, -0.13906], [-1.30093, -2.08372, 2.18329], [2.73136, -2.78649, -0.72624], [-1.88667, -0.35040, 1.16260], [-2.10413, -1.37260, -0.21459], [-0.11808, -3.98585, 0.62993], [-0.87852, 3.94248, -0.47789], [-2.14870, 0.97794, -0.84331]], "forces_ev_per_angstrom": [[0.093, 0.126, 0.273], [0.271, -0.036, 0.439], [-0.182, -0.013, -2.032], [-0.015, -1.086, 1.028], [0.421, -0.041, -0.226], [-1.015, -0.289, -0.351], [-0.209, -0.611, 0.548], [-0.244, -0.065, -0.037], [0.386, 0.321, 0.151], [0.240, -0.268, -0.099], [-0.646, -0.051, 0.190], [0.443, 0.332, -0.084], [0.450, 0.280, 0.973], [0.843, -0.474, 0.779], [0.957, 0.698, 1.706], [0.304, -0.177, -0.697], [-2.057, 1.724, -2.225], [0.354, -0.007, -0.270], [-0.082, 0.135, -0.210], [-0.176, 0.127, 0.094], [-0.088, -0.086, 0.334], [-0.116, -0.191, 0.246], [-0.266, -0.215, -0.772], [0.286, 0.189, 0.135], [-0.007, 0.032, 0.121], [-0.071, 0.122, 0.238], [0.278, 0.329, 0.254], [0.274, 0.082, 0.344], [0.071, -0.335, 0.123], [-0.005, 0.265, 0.215], [-0.196, -0.165, -0.202], [0.219, -0.296, -0.049], [-0.309, -0.065, -0.242], [-0.206, -0.289, -0.697]], "de_lowest_kcal_mol": 0.0, "lumo_ev": -0.018, "total_charge": 0, "homo_lumo_gap_ev": 8.841, "total_energy_ha": -1264.17068}


No. 3
{"formula": "C3H13NO3", "method": "ωB97M-V with the def2-TZVPD basis set", "species": ["O", "O", "O", "N", "C", "C", "C", "H", "H", "H", "H", "H", "H", "H", "H", "H", "H", "H", "H", "H"], "xyz": [[-2.75005, 1.49240, -5.48738], [0.08574, -2.08040, 0.68372], [-2.87307, -0.25942, 1.32408], [1.54758, -0.54215, 1.79376], [1.85112, 1.51347, 0.37292], [1.84827, 0.89797, 1.76018], [1.33156, -1.36654, 0.65046], [0.99788, 1.23031, -0.23812], [0.00706, -2.66330, 1.45332], [-1.94766, -0.51470, 1.22550], [1.17029, 1.46823, 2.38895], [1.66240, 2.57721, 0.53474], [2.14436, -2.08814, 0.48186], [1.23284, -0.78552, -0.26254], [2.76650, 1.52389, -0.21865], [-3.60645, 1.83640, -5.19713], [-2.46644, 1.75470, -6.37313], [1.09076, -0.83672, 2.63586], [-3.25740, -0.17085, 0.43778], [2.83407, 1.00276, 2.23624]], "forces_ev_per_angstrom": [[0.383, -0.436, 0.476], [-0.278, 0.106, 0.213], [-0.252, 0.135, -0.080], [-0.010, 0.433, -0.017], [-0.423, 1.421, 0.071], [0.771, -0.906, -0.120], [-0.429, -0.459, -0.122], [0.045, -0.338, -0.055], [0.383, 0.210, -0.243], [-0.094, -0.085, -0.332], [-0.391, -0.149, 0.046], [0.093, 0.158, 0.015], [-0.107, -0.048, 0.222], [0.279, 0.196, 0.077], [0.049, -0.705, 0.164], [0.418, 0.168, -0.851], [-0.802, 0.270, 0.376], [-0.037, -0.195, 0.037], [0.462, -0.140, 0.375], [-0.059, 0.363, -0.253]], "de_lowest_kcal_mol": 33.1, "lumo_ev": 0.851, "total_charge": 0, "homo_lumo_gap_ev": 9.379, "total_energy_ha": -402.52762}


No. 4
{"formula": "C15H20N2O4", "method": "ωB97M-V with the def2-TZVPD basis set", "species": ["O", "O", "O", "O", "N", "N", "C", "C", "C", "C", "C", "C", "C", "C", "C", "C", "C", "C", "C", "C", "C", "H", "H", "H", "H", "H", "H", "H", "H", "H", "H", "H", "H", "H", "H", "H", "H", "H", "H", "H", "H"], "xyz": [[3.74951, 2.50559, -0.53923], [5.01432, 1.64472, 1.08417], [-6.92841, 0.64977, -0.82820], [0.27889, -0.06029, 1.54179], [1.62318, 1.03546, 0.09714], [-0.62845, 1.05831, -0.25482], [0.40666, 0.62515, 0.55141], [-6.21651, 0.16228, 0.02464], [3.92707, -1.08351, -0.63985], [4.38856, -2.53873, -0.56506], [2.95798, -0.90298, -1.80586], [-3.88750, -0.17621, 0.97112], [3.89493, 1.73289, 0.37297], [3.30793, -0.69853, 0.70821], [-2.84462, 1.34146, -1.09506], [-4.74992, 0.35692, 0.01276], [-6.79205, -0.67164, 1.14528], [-4.19954, 1.12030, -1.02065], [-1.98760, 0.80321, -0.13122], [-2.52715, 0.04110, 0.90467], [2.83092, 0.76264, 0.83853], [-2.43602, 1.93442, -1.90194], [3.36466, -1.36625, -2.70233], [2.79420, 0.14932, -2.01896], [4.87829, -2.83213, -1.49047], [4.80637, -0.45330, -0.81816], [-7.87088, -0.73280, 1.02664], [-6.56127, -0.21753, 2.10633], [5.09064, -2.68008, 0.25326], [2.00186, -1.37020, -1.58143], [-4.86754, 1.53308, -1.76172], [2.64054, 0.94125, 1.90649], [-0.37649, 1.62061, -1.05570], [-6.36999, -1.67381, 1.12148], [1.72256, 1.70956, -0.64849], [5.68045, 2.27162, 0.75832], [3.53633, -3.19489, -0.40423], [2.44300, -1.33152, 0.91123], [4.04649, -0.87009, 1.49270], [-4.27181, -0.77063, 1.78482], [-1.86959, -0.37453, 1.64938]], "forces_ev_per_angstrom": [[0.014, 0.054, -0.143], [0.417, -0.248, 0.452], [0.031, -0.024, 0.041], [-0.100, -0.242, 0.396], [0.274, 0.358, -0.154], [0.123, 0.255, -0.332], [0.214, 0.218, -0.357], [-0.265, -0.152, 0.172], [-0.157, -0.159, 0.107], [0.072, 0.309, -0.017], [0.259, 0.069, 0.036], [-0.290, 0.164, -0.306], [-0.343, 0.235, -0.203], [0.199, 0.240, -0.169], [0.076, -0.026, 0.054], [0.430, 0.201, -0.214], [-0.258, 0.090, -0.180], [-0.083, -0.095, 0.125], [-0.364, -0.171, 0.204], [0.291, -0.057, 0.138], [-0.082, -0.376, 0.343], [0.037, 0.062, -0.086], [0.021, -0.041, -0.118], [-0.093, 0.050, -0.101], [0.044, -0.081, -0.090], [0.017, -0.017, 0.009], [0.012, 0.014, -0.018], [0.054, -0.022, 0.121], [0.077, -0.082, 0.096], [-0.158, -0.052, -0.010], [-0.039, 0.028, -0.050], [0.087, 0.048, -0.167], [-0.009, -0.120, 0.155], [0.063, -0.093, 0.072], [-0.084, -0.043, 0.081], [-0.297, -0.026, -0.139], [-0.111, -0.124, 0.021], [0.002, -0.014, 0.068], [-0.026, -0.061, 0.065], [-0.051, -0.063, 0.086], [-0.004, -0.006, 0.012]], "de_lowest_kcal_mol": 0.0, "lumo_ev": 0.429, "total_charge": 0, "homo_lumo_gap_ev": 8.964, "total_energy_ha": -994.13239}


No. 5
{"formula": "C4H3HgO6", "method": "ωB97M-V with the def2-TZVPD basis set", "species": ["Hg", "O", "O", "O", "O", "O", "O", "C", "C", "C", "C", "H", "H", "H"], "xyz": [[4.91395, 2.35532, -0.74113], [2.50993, 2.54352, 0.40010], [-1.89756, -2.49378, 1.19887], [0.63150, 1.28902, 0.27050], [-2.95195, -2.97043, -0.72804], [2.57570, 0.68256, -0.83040], [-1.98521, -0.90746, -0.50405], [-2.31937, -2.28277, 0.06372], [0.05680, 0.22811, -0.11255], [-1.33597, -0.00957, 0.28717], [2.07417, 1.51687, -0.09424], [-0.91120, -0.52896, 1.25490], [-1.87828, 0.93442, 0.45794], [0.51748, -0.35683, -0.92280]], "forces_ev_per_angstrom": [[-1.225, -0.236, 0.387], [0.531, 0.809, 0.323], [0.552, 1.048, 0.065], [0.708, 0.198, 0.654], [0.596, 1.261, 0.205], [-0.034, -0.014, 0.029], [0.057, 0.221, -0.222], [-0.780, -1.761, -0.100], [-1.575, 0.968, -1.932], [1.586, -1.007, 0.195], [0.341, -0.841, -0.885], [-1.251, 0.127, -0.092], [0.245, -0.353, 0.555], [0.248, -0.420, 0.816]], "de_lowest_kcal_mol": 0.0, "lumo_ev": [-1.451, -5.720], "total_charge": 0, "homo_lumo_gap_ev": [6.610, 2.319], "total_energy_ha": -758.94773, "multiplicity": 2}